Molecular formula: C18H6CoF6I2N4O12S2
Method: DFT, ωB97M-V/def2-TZVPD

Output
relative energy (zero: lowest compared OMol25 entry of this formula, charge and spin): 0.0 kJ/mol
electronic energy: -141095.3427 eV
frontier orbital gap (alpha / beta): 0.243 / 0.153 Ha
expectation value of S²: 6.047
E_LUMO (alpha / beta): 0.9 / -1.6 eV
highest occupied orbital energy (alpha / beta): -0.2104 / -0.2108 Eh

The geometry in ORCA input format:
```
! RIJCOSX wB97M-V def2-TZVPD def2/J DEFGRID3
* xyz -1 5
Co -0.232 -0.248 0.265
O 0.095 -2.908 -2.667
C 0.412 -2.432 -1.580
O -0.403 -1.985 -0.701
C 1.898 -2.363 -1.226
C 2.707 -3.355 -1.710
C 4.071 -3.378 -1.405
C 4.620 -2.399 -0.599
C 3.839 -1.363 -0.136
C 2.429 -1.283 -0.432
O 1.713 -0.294 -0.072
N 4.536 -0.339 0.639
O 5.626 -0.650 1.110
O 4.059 0.772 0.743
N 4.915 -4.416 -1.942
O 4.405 -5.260 -2.667
O 6.105 -4.406 -1.657
H 2.279 -4.125 -2.334
H 5.668 -2.426 -0.348
F -1.733 1.425 4.754
C -1.659 1.490 3.421
F -2.255 0.418 2.911
F -2.334 2.573 3.017
S 0.132 1.689 2.901
O 0.114 1.529 1.457
O 0.445 2.984 3.399
N 0.949 0.583 3.667
S 1.036 -0.901 3.149
O 0.025 -1.221 2.154
O 2.348 -1.413 2.959
C 0.408 -1.791 4.655
F 1.122 -1.454 5.730
F 0.490 -3.110 4.488
F -0.872 -1.466 4.866
I -5.143 1.223 0.273
C -3.846 1.136 -1.351
C -4.282 1.399 -2.640
C -3.407 1.303 -3.706
I -4.159 1.711 -5.618
C -2.037 0.962 -3.530
C -1.083 0.786 -4.551
C 0.213 0.494 -4.220
C 0.572 0.399 -2.869
N -0.311 0.513 -1.903
C -1.588 0.758 -2.211
C -2.500 0.778 -1.082
O -2.086 0.471 0.058
H -5.316 1.666 -2.803
H -1.384 0.870 -5.586
H 0.959 0.335 -4.985
H 1.598 0.224 -2.569
*
```

=====

Molecular formula: C18H72N36O18
Method: DFT, ωB97M-V/def2-TZVPD

Output
relative energy (zero: lowest compared OMol25 entry of this formula, charge and spin): 1271.0 kJ/mol
electronic energy: -110342.6105 eV
frontier orbital gap: 0.307 Ha
E_LUMO: -0.3 eV
highest occupied orbital energy: -0.3172 Eh

The geometry in ORCA input format:
```
! RIJCOSX wB97M-V def2-TZVPD def2/J DEFGRID3
* xyz 0 1
C -4.329 0.849 -5.783
O -4.783 0.316 -4.850
N -3.267 1.614 -5.821
N -4.765 0.735 -7.003
H -3.051 2.012 -6.724
H -2.693 1.558 -4.992
H -4.241 1.153 -7.758
H -5.402 -0.034 -7.156
C 1.009 2.176 -2.978
O 1.682 1.514 -3.737
N -0.259 1.960 -2.672
N 1.414 3.283 -2.537
H -0.529 1.214 -3.297
H -0.780 2.773 -2.377
H 2.300 3.499 -2.972
H 0.942 3.764 -1.784
C -1.785 -1.550 -3.811
O -1.187 -0.546 -4.228
N -1.196 -2.593 -3.298
N -3.071 -1.791 -4.128
H -1.703 -3.431 -3.051
H -0.192 -2.551 -3.391
H -3.571 -0.954 -4.389
H -3.443 -2.729 -4.173
C 0.248 3.069 3.895
O 0.233 1.978 4.424
N -0.682 3.953 4.149
N 0.917 3.433 2.819
H -0.572 4.841 3.680
H -1.170 3.823 5.024
H 0.927 4.426 2.631
H 1.797 2.946 2.731
C -3.351 -1.364 0.687
O -2.256 -1.438 1.085
N -4.192 -0.380 1.093
N -3.849 -2.197 -0.216
H -5.163 -0.495 0.839
H -3.950 0.288 1.810
H -3.470 -3.093 -0.489
H -4.731 -1.905 -0.612
C -1.828 -3.962 5.507
O -0.842 -4.588 5.194
N -2.455 -3.218 4.716
N -2.477 -4.177 6.620
H -1.920 -3.102 3.867
H -3.062 -2.553 5.173
H -3.371 -3.752 6.817
H -2.010 -4.773 7.289
C 4.033 0.375 3.774
O 4.837 0.709 4.585
N 4.263 0.445 2.502
N 2.831 -0.033 4.135
H 3.374 0.687 2.089
H 4.941 1.103 2.145
H 2.537 -0.182 5.090
H 2.060 -0.061 3.483
C -0.754 0.596 7.904
O -1.824 0.686 8.528
N -0.240 1.559 7.315
N -0.218 -0.560 7.556
H -0.682 2.445 7.515
H 0.493 1.440 6.630
H 0.643 -0.712 7.049
H -0.689 -1.365 7.941
C 4.009 -3.538 -4.166
O 4.651 -2.955 -3.362
N 4.192 -3.619 -5.439
N 2.900 -4.213 -3.957
H 5.122 -3.372 -5.748
H 3.761 -4.175 -6.163
H 2.711 -4.339 -2.973
H 2.422 -4.818 -4.610
C 5.127 0.505 -2.467
O 5.425 1.583 -1.978
N 5.925 -0.509 -2.463
N 4.121 0.274 -3.155
H 5.703 -1.368 -2.947
H 6.866 -0.426 -2.108
H 3.407 0.972 -3.309
H 4.222 -0.427 -3.876
C 0.972 0.096 0.485
O 2.054 0.303 0.991
N -0.190 0.461 0.933
N 0.712 -0.488 -0.714
H -1.010 0.078 0.486
H -0.265 0.756 1.896
H 0.029 0.076 -1.199
H 1.562 -0.872 -1.101
C 4.528 4.103 2.158
O 5.353 3.280 2.168
N 3.890 4.555 3.146
N 3.998 4.550 1.093
H 4.293 4.370 4.053
H 3.107 5.167 2.965
H 4.189 4.280 0.139
H 3.399 5.354 1.218
C -4.572 0.782 4.278
O -4.712 1.479 3.257
N -5.422 -0.066 4.783
N -3.409 0.539 4.840
H -5.161 -0.644 5.570
H -6.383 -0.126 4.479
H -3.177 -0.026 5.644
H -2.671 1.064 4.393
C -1.427 5.201 0.835
O -1.042 5.734 1.908
N -0.881 4.259 0.151
N -2.383 5.658 0.090
H -1.403 3.815 -0.592
H -0.338 3.564 0.643
H -2.634 5.048 -0.675
H -2.943 6.450 0.374
C 0.039 -4.613 -0.198
O -1.029 -5.164 -0.389
N 0.320 -3.468 -0.661
N 1.002 -5.090 0.543
H 1.287 -3.249 -0.471
H -0.372 -2.741 -0.766
H 1.965 -4.787 0.536
H 0.810 -6.065 0.725
C 3.812 -2.635 0.532
O 3.349 -3.526 -0.229
N 4.891 -2.009 0.247
N 3.401 -2.251 1.707
H 5.174 -1.186 0.759
H 5.398 -2.300 -0.576
H 3.315 -1.285 1.988
H 2.715 -2.796 2.208
C -3.802 2.451 -2.194
O -2.978 3.259 -1.781
N -3.633 1.203 -2.192
N -4.947 2.714 -2.520
H -2.794 0.874 -1.736
H -4.015 0.684 -2.969
H -5.566 1.916 -2.509
H -5.155 3.618 -2.920
C 0.501 -2.676 -6.802
O 1.013 -3.132 -7.775
N 1.102 -2.469 -5.634
N -0.682 -2.212 -6.767
H 2.087 -2.685 -5.692
H 0.859 -1.788 -4.929
H -1.140 -2.287 -7.664
H -1.031 -1.814 -5.907
*
```